1.
This record from the Open Molecules 2025 dataset describes a structure of composition C28H47BrNO8P3PdSi at a distorted geometry. The level of theory is ωB97M-V/def2-TZVPD.

Results
- Kohn-Sham gap: 8.0214 eV
- HOMO energy: -8.5 eV
- Energy above the lowest of the compared OMol25 structures with the same formula, charge and spin: 0.722 eV
- Electronic energy: -5767.6077 Eh

```
! wB97M-V def2-TZVPD RIJCOSX def2/J DEFGRID3
* xyz 0 1
Pd 0.505 0.208 0.057
O 1.377 0.427 4.024
C 1.460 0.399 2.817
O 0.486 0.653 1.996
C 2.796 0.082 2.150
P 2.670 0.562 0.415
C 4.178 -0.032 -0.372
C 4.351 -1.417 -0.449
C 5.536 -1.943 -0.928
C 6.555 -1.093 -1.341
C 6.393 0.280 -1.253
C 5.209 0.816 -0.762
C 2.726 2.376 0.351
C 2.799 3.172 1.487
C 2.718 4.556 1.372
C 2.572 5.146 0.129
C 2.496 4.353 -1.014
C 2.565 2.977 -0.902
H 2.948 -0.999 2.196
H 3.627 0.568 2.661
H 3.553 -2.061 -0.098
H 5.672 -3.016 -0.980
H 7.480 -1.505 -1.723
H 7.191 0.943 -1.562
H 5.091 1.888 -0.691
H 2.897 2.730 2.470
H 2.766 5.169 2.263
H 2.505 6.224 0.045
H 2.368 4.811 -1.986
H 2.477 2.358 -1.789
N 1.798 -3.719 -1.837
C 0.496 -2.936 -1.871
C -0.545 -3.663 -2.717
P 1.000 -1.288 -2.613
O 0.380 -1.276 -4.092
O 2.479 -1.353 -2.686
O 0.255 -0.179 -1.902
P 0.008 -2.821 -0.053
O -0.884 -4.160 0.084
O 1.329 -3.014 0.628
O -0.886 -1.647 0.187
H 2.511 -3.118 -2.294
H 1.724 -4.633 -2.275
H 2.021 -3.790 -0.818
H -0.231 -3.744 -3.758
H -1.477 -3.099 -2.691
H -0.755 -4.650 -2.306
H -0.414 -0.734 -4.138
H -1.607 -4.019 0.705
C -4.013 5.892 1.749
C -3.215 4.581 1.661
C -1.844 4.798 2.327
C -3.929 3.516 2.507
Si -3.059 3.992 -0.161
Br -1.418 2.431 -0.090
C -2.375 5.338 -1.355
C -1.761 4.743 -2.633
C -1.253 6.130 -0.667
C -3.484 6.324 -1.761
C -4.608 3.066 -0.821
C -4.493 2.812 -2.331
C -4.772 1.684 -0.167
C -5.882 3.890 -0.571
H -4.158 6.150 2.804
H -5.001 5.819 1.292
H -3.483 6.724 1.283
H -2.012 5.102 3.365
H -1.250 5.574 1.850
H -1.254 3.881 2.344
H -3.928 3.841 3.553
H -3.414 2.554 2.464
H -4.969 3.373 2.213
H -0.967 4.031 -2.403
H -1.319 5.559 -3.217
H -2.489 4.248 -3.269
H -0.451 5.476 -0.318
H -1.619 6.716 0.175
H -0.823 6.833 -1.390
H -4.255 5.845 -2.367
H -3.047 7.126 -2.366
H -3.970 6.789 -0.902
H -3.575 2.277 -2.584
H -4.533 3.733 -2.911
H -5.338 2.190 -2.647
H -3.927 1.033 -0.392
H -5.675 1.212 -0.569
H -4.879 1.729 0.914
H -5.823 4.889 -1.005
H -6.107 3.995 0.491
H -6.732 3.379 -1.035
*
```

Atom charges from the Mulliken analysis, given in e for atoms 1 to 8:
1. Pd 1.30
2. O -0.69
3. C 0.36
4. O -0.69
5. C -1.17
6. P 1.41
7. C 0.60
8. C -0.29

---

2.
This record from the Open Molecules 2025 dataset describes a structure of composition C7H24Cl4O6 at a distorted geometry. The level of theory is ωB97M-V/def2-TZVPD.

Results
- Kohn-Sham gap: 9.7564 eV
- HOMO energy: -9.6 eV
- Energy above the lowest of the compared OMol25 structures with the same formula, charge and spin: 0.628 eV
- Electronic energy: -2573.1574 Eh

```
! wB97M-V def2-TZVPD RIJCOSX def2/J DEFGRID3
* xyz 0 1
C 4.389 -14.970 -2.972
O 5.384 -15.832 -2.494
H 4.427 -14.027 -2.426
H 4.420 -14.737 -4.036
H 3.404 -15.390 -2.771
H 5.132 -16.189 -1.640
C 5.283 -20.703 -0.559
O 3.869 -20.829 -0.365
H 5.838 -21.187 0.245
H 5.480 -21.305 -1.446
H 5.542 -19.653 -0.697
H 3.372 -20.625 -1.161
C 4.358 -19.366 2.838
O 3.942 -19.011 1.610
H 3.655 -20.104 3.225
H 5.240 -20.005 2.808
H 4.547 -18.483 3.448
H 3.903 -19.829 1.109
C 1.712 -15.986 2.435
O 1.550 -16.842 1.339
H 2.561 -16.228 3.075
H 1.820 -14.949 2.116
H 0.762 -15.955 2.968
H 1.855 -17.722 1.572
C 9.290 -14.008 2.636
O 10.142 -15.002 2.222
H 9.494 -13.970 3.706
H 9.587 -13.049 2.212
H 8.233 -14.273 2.591
H 10.065 -15.077 1.268
C 5.758 -16.088 1.271
O 4.932 -16.633 0.253
H 6.553 -15.694 0.639
H 5.378 -15.265 1.877
H 6.219 -16.824 1.929
H 4.436 -17.313 0.715
C 8.875 -19.099 4.446
Cl 10.556 -19.064 5.040
Cl 8.357 -17.579 3.806
Cl 8.741 -20.094 2.961
Cl 7.749 -19.595 5.705
*
```

Atom charges from the natural (NBO) analysis, given in e for atoms 1 to 8:
1. C -0.24
2. O -0.75
3. H 0.15
4. H 0.17
5. H 0.16
6. H 0.50
7. C -0.27
8. O -0.76

---

3.
This record from the Open Molecules 2025 dataset describes a structure of composition C9H20NP at a distorted geometry. The level of theory is ωB97M-V/def2-TZVPD.

Results
- Kohn-Sham gap: 8.6829 eV
- HOMO energy: -7.9 eV
- Energy above the lowest of the compared OMol25 structures with the same formula, charge and spin: 2.718 eV
- Electronic energy: -750.8314 Eh

```
! wB97M-V def2-TZVPD RIJCOSX def2/J DEFGRID3
* xyz 0 1
C 1.143 -0.462 -0.422
C -1.552 -1.613 1.535
C -1.772 1.098 -2.227
C 2.259 1.657 -0.223
C 1.763 0.461 1.856
C 3.458 -0.618 0.452
C -2.015 -0.765 0.396
C -1.665 1.314 -0.712
C 2.158 0.274 0.378
N -1.290 0.147 0.028
P 0.816 -1.474 -1.566
H -0.491 -1.574 1.371
H -1.872 -1.225 2.482
H -1.909 -2.620 1.492
H -2.764 0.816 -2.405
H -1.622 1.979 -2.924
H -1.121 0.356 -2.701
H 3.015 2.192 0.282
H 1.150 2.087 -0.074
H 2.417 1.706 -1.258
H 2.633 0.720 2.434
H 0.981 1.186 1.977
H 1.490 -0.576 2.257
H 3.424 -1.712 0.412
H 4.086 -0.370 -0.461
H 4.079 -0.379 1.378
H -4.831 -2.280 -1.622
H -3.116 -0.970 0.259
H -0.971 2.076 -0.449
H -2.682 1.542 -0.362
H -5.198 -2.974 -1.581
*
```

Atom charges from the natural (NBO) analysis, given in e for atoms 1 to 8:
1. C -0.45
2. C -0.67
3. C -0.63
4. C -0.57
5. C -0.59
6. C -0.59
7. C 0.16
8. C -0.23

---

4.
This record from the Open Molecules 2025 dataset describes a structure of composition C11H25ClIrNO6P2 at a distorted geometry. The level of theory is ωB97M-V/def2-TZVPD.

Results
- Kohn-Sham gap (alpha / beta): 6.6134 / 5.7322 eV
- HOMO energy (alpha / beta): -9.2 / -13.1 eV
- Electronic energy: -2186.7971 Eh

```
! wB97M-V def2-TZVPD RIJCOSX def2/J DEFGRID3
* xyz 1 6
C 0.986 -1.275 -3.228
C 1.041 -0.926 -1.855
N -0.133 -0.859 -1.125
C -1.311 -1.103 -1.718
C -1.393 -1.417 -3.074
C -0.232 -1.502 -3.837
C 2.252 -0.536 -1.225
P 2.197 -0.354 0.551
Ir -0.037 -0.145 0.943
P -2.268 -0.095 0.660
C -2.577 -1.020 -0.896
O 1.894 2.299 -2.276
O -0.600 2.560 -1.690
H 1.933 -1.329 -3.763
H -2.383 -1.576 -3.491
H -0.291 -1.738 -4.896
C 2.905 -1.737 1.484
C 3.159 1.118 0.963
H -3.370 -0.513 -1.461
H -2.947 -2.022 -0.634
H 2.248 1.372 -2.143
H 3.191 -0.733 -1.751
C -3.198 -0.848 1.994
C -2.932 1.553 0.317
H 0.433 1.377 0.147
H -0.798 3.516 -1.648
H 0.385 2.493 -2.002
H 2.226 2.596 -3.143
H -0.161 -1.666 1.412
H -0.519 1.407 0.500
H 3.969 -1.837 1.234
H 2.771 -1.543 2.559
H 2.374 -2.659 1.216
H 4.220 0.909 0.779
H 2.823 1.947 0.329
H 2.992 1.351 2.023
H -3.981 1.463 0.005
H -2.852 2.145 1.239
H -2.325 2.019 -0.478
H -4.271 -0.826 1.765
H -2.861 -1.883 2.121
H -2.983 -0.300 2.920
O 0.065 1.071 5.269
Cl 0.081 0.035 4.289
O 1.259 -0.800 4.396
O -1.128 -0.758 4.320
O 0.149 0.768 2.897
*
```

Atom charges from the Mulliken analysis, given in e for atoms 1 to 8:
1. C -0.93
2. C 1.05
3. N 0.26
4. C 0.55
5. C -0.57
6. C -0.67
7. C -1.23
8. P 0.65

---

5.
This record from the Open Molecules 2025 dataset describes a structure of composition C20H29N8O7PtS at a distorted geometry. The level of theory is ωB97M-V/def2-TZVPD.

Results
- Kohn-Sham gap: 3.7981 eV
- HOMO energy: -2.6 eV
- Energy above the lowest of the compared OMol25 structures with the same formula, charge and spin: 1.545 eV
- Electronic energy: -2261.4748 Eh

```
! wB97M-V def2-TZVPD RIJCOSX def2/J DEFGRID3
* xyz -1 1
Pt -0.244 0.190 0.206
N 1.573 -2.844 -0.169
N 2.679 -2.118 -0.635
C 2.852 -0.796 -0.186
N 4.171 -0.425 -0.104
N 1.899 0.000 0.146
N 2.222 1.364 0.262
O 1.683 1.813 1.486
O 3.428 1.854 -0.054
H 1.739 -3.256 0.744
H 1.323 -3.556 -0.842
H 3.559 -2.618 -0.572
H 4.772 -0.913 -0.755
H 4.199 0.646 -0.123
C -6.012 0.425 -6.368
C -5.581 -0.234 -5.065
S -4.158 -1.254 -5.365
O -3.029 -0.392 -5.616
O -4.495 -2.264 -6.339
C -3.929 -2.063 -3.800
C -2.632 -2.887 -3.765
N -1.959 -2.680 -2.492
C -1.261 -1.564 -2.162
N -0.995 -1.541 -0.869
C -1.528 -2.657 -0.322
C -2.135 -3.378 -1.308
N -2.790 -4.636 -1.166
O -2.838 -5.111 -0.040
O -3.267 -5.170 -2.170
C -0.800 -0.541 -3.131
H -6.872 1.068 -6.186
H -6.283 -0.326 -7.108
H -5.205 1.032 -6.775
H -6.353 -0.885 -4.656
H -5.272 0.495 -4.317
H -4.807 -2.695 -3.672
H -3.919 -1.289 -3.032
H -1.955 -2.626 -4.576
H -2.877 -3.942 -3.833
H -1.474 -2.872 0.729
H -1.568 -0.274 -3.857
H 0.068 -0.914 -3.679
H -0.498 0.339 -2.561
C -2.138 0.625 0.290
C -3.322 0.904 0.338
C -4.708 1.242 0.379
C -5.695 0.289 0.090
C -7.041 0.610 0.146
C -7.443 1.894 0.491
C -6.477 2.851 0.778
C -5.131 2.532 0.723
H -5.381 -0.715 -0.168
H -7.783 -0.148 -0.074
H -8.495 2.145 0.538
H -6.778 3.855 1.051
H -4.380 3.277 0.950
C -0.122 2.983 3.309
O -0.344 1.847 2.501
C 0.265 1.869 1.223
C -0.007 3.153 0.451
H 0.943 3.210 3.408
H -0.528 2.743 4.293
H -0.642 3.868 2.927
H 0.441 3.056 -0.537
H 0.452 4.012 0.945
H -1.081 3.309 0.343
*
```

Atom charges from the natural (NBO) analysis, given in e for atoms 1 to 8:
1. Pt 0.54
2. N -0.65
3. N -0.47
4. C 0.54
5. N -0.87
6. N -0.46
7. N 0.18
8. O -0.46

---

6.
This record from the Open Molecules 2025 dataset describes a cluster of 4 separate species, C4H14O3 in total at a distorted geometry. The level of theory is ωB97M-V/def2-TZVPD.

Results
- Kohn-Sham gap: 9.5161 eV
- HOMO energy: -9.1 eV
- SMILES: C/C=C/C.O.O.O
- Energy above the lowest of the compared OMol25 structures with the same formula, charge and spin: 3.080 eV
- Electronic energy: -386.4136 Eh

```
! wB97M-V def2-TZVPD RIJCOSX def2/J DEFGRID3
* xyz 0 1
C 0.737 2.296 -0.317
C -0.036 0.910 -0.642
C -1.289 0.795 -1.186
C -2.155 -0.246 -1.542
H 1.073 2.313 0.733
H 1.670 2.253 -0.933
H 0.062 3.079 -0.683
H 0.769 0.048 -0.533
H -1.847 1.814 -1.415
H -3.317 -0.156 -1.032
H -2.145 -0.364 -2.539
H -1.850 -1.223 -1.263
O -0.034 -0.778 2.572
H -0.380 -0.050 2.055
H -0.534 -1.055 3.329
O 3.066 -0.727 0.128
H 2.547 -0.507 0.904
H 2.529 -1.379 -0.308
O 0.612 -2.219 0.603
H 0.687 -2.981 1.003
H -0.167 -1.826 1.067
*
```

Atom charges from the natural (NBO) analysis, given in e for atoms 1 to 8:
1. C -0.64
2. C -0.22
3. C -0.21
4. C -0.63
5. H 0.21
6. H 0.22
7. H 0.21
8. H 0.22